[1]
ORCA calculation (the ωB97M-V functional and the def2-TZVPD basis) on a structure of composition C3H4N2.

Structure (XYZ):
```
9
Properties=species:S:1:pos:R:3:forces:R:3
C 0.85931 0.24122 -0.48144 1.4 -1.1 0.8
C 0.34205 -0.69191 0.57306 -1.3 0.0 0.3
N -1.09691 -0.29144 0.61566 0.9 -0.4 1.3
C -1.15955 0.49849 -0.35037 -1.1 0.3 -2.2
N -0.04827 0.57920 -1.28973 -0.6 2.5 0.7
H 1.82510 0.72669 -0.36993 0.6 -0.8 -1.1
H 0.80166 -0.60167 1.54426 0.0 0.1 0.4
H 0.37477 -1.74557 0.27320 0.5 0.1 -0.1
H -1.89817 1.28500 -0.51472 -0.5 -0.7 -0.2
```
Forces are in eV/Å.

## Properties
**Largest force on an atom**: 2.66 eV/A
**Calculated total energy**: -226.14593 Ha
**Relative energy (zero: lowest compared OMol25 entry of this formula, charge and spin)**: 49.7 kcal/mol
**Lowest unoccupied orbital energy**: 0.372 eV
**2S+1**: 1
**Orbital gap**: 10.11 eV
**Charge**: 0

[2]
ORCA calculation (the ωB97M-V functional and the def2-TZVPD basis) on a structure of composition C34H43As2N2NiSSb.

Structure (XYZ):
```
84
Properties=species:S:1:pos:R:3:forces:R:3
Ni -0.22422 0.15614 0.50510 0.1 0.1 0.0
C -0.38748 -3.21538 -1.20931 0.0 0.0 0.0
As -1.31293 -1.58080 -0.74563 0.1 -0.1 0.0
C -2.99806 -2.21305 -0.03968 0.0 0.0 0.0
C -1.80276 -0.78316 -2.44117 0.0 0.0 0.0
C -2.31688 -1.57091 -3.46697 0.0 0.0 0.0
C -2.67315 -0.99614 -4.67738 0.0 0.0 0.0
C -2.52034 0.37124 -4.87029 0.0 0.0 0.0
C -2.01125 1.16250 -3.85204 0.0 0.0 0.0
C -1.65225 0.59217 -2.63425 0.0 0.0 0.0
As -0.94326 1.69656 -1.21318 0.0 0.0 0.0
C 0.38422 2.81445 -2.07293 0.0 0.0 0.0
C -2.37841 2.93420 -0.82202 0.0 0.0 0.0
H -1.01646 -3.83148 -1.84980 0.0 0.0 0.0
H -0.16736 -3.76076 -0.29271 0.0 0.0 0.0
H 0.54801 -2.98646 -1.71561 0.0 0.0 0.0
H -3.47664 -2.85402 -0.77877 0.0 0.0 0.0
H -3.64017 -1.36176 0.17718 0.0 0.0 0.0
H -2.82252 -2.77500 0.87595 0.0 0.0 0.0
H -2.44202 -2.63872 -3.33244 0.0 0.0 0.0
H -3.07119 -1.61398 -5.47092 0.0 0.0 0.0
H -2.80263 0.82043 -5.81284 0.0 0.0 0.0
H -1.90076 2.22812 -4.01515 0.0 0.0 0.0
H -0.08305 3.39680 -2.86566 0.0 0.0 0.0
H 1.18261 2.19963 -2.48851 0.0 0.0 0.0
H 0.80305 3.49564 -1.33307 0.0 0.0 0.0
H -2.67529 3.44171 -1.73865 0.0 0.0 0.0
H -2.03778 3.66562 -0.09115 0.0 0.0 0.0
H -3.22876 2.38846 -0.41743 0.0 0.0 0.0
C 1.82218 -0.80185 -3.26065 0.0 0.0 0.0
C 2.93574 0.18679 -3.04915 0.0 0.0 0.0
C 3.60658 0.73260 -4.13814 0.0 0.0 0.0
C 4.62593 1.65817 -3.96348 0.0 0.0 0.0
C 4.99522 2.05904 -2.68921 0.0 0.0 0.0
C 4.33857 1.52856 -1.58846 0.0 0.0 0.0
C 3.32293 0.59361 -1.76610 0.0 0.1 0.0
Sb 2.33311 -0.12660 -0.05432 -0.2 -0.2 0.1
C 3.25269 0.89553 1.55511 0.1 0.1 0.0
C 2.55410 2.01973 2.00449 0.0 0.0 0.0
C 3.01300 2.76225 3.08370 0.0 0.0 0.0
C 4.18318 2.37151 3.71870 0.0 0.0 0.0
C 4.89366 1.27430 3.25598 0.0 0.0 0.0
C 4.45836 0.52317 2.16416 0.0 0.0 0.0
C 5.29600 -0.62378 1.67001 0.0 0.0 0.0
C 2.90528 -2.16235 0.04123 0.0 -0.1 0.0
C 3.76200 -2.65889 -0.93878 0.0 0.0 0.0
C 4.08833 -4.00603 -0.97304 0.0 0.0 0.0
C 3.55425 -4.86351 -0.02493 0.0 0.0 0.0
C 2.70977 -4.37216 0.95898 0.0 0.0 0.0
C 2.37410 -3.02317 1.01124 0.1 0.1 -0.1
C 1.50640 -2.52160 2.12789 0.0 0.1 0.1
H 1.64245 -0.97323 -4.32082 0.0 0.0 0.0
H 0.88234 -0.44710 -2.82876 0.0 0.0 0.0
H 2.05411 -1.76767 -2.80529 0.0 0.0 0.0
H 3.32573 0.42716 -5.13869 0.0 0.0 0.0
H 5.13122 2.06694 -4.82819 0.0 0.0 0.0
H 5.78969 2.77949 -2.55080 0.0 0.0 0.0
H 4.62697 1.84604 -0.59325 0.0 0.0 0.0
H 1.63524 2.32620 1.50900 0.0 0.0 0.0
H 2.46993 3.63801 3.41442 0.0 0.0 0.0
H 4.56044 2.93829 4.55953 0.0 0.0 0.0
H 5.82265 1.00096 3.74124 0.0 0.0 0.0
H 6.29891 -0.57228 2.08939 0.0 0.0 0.0
H 5.38766 -0.61300 0.58221 0.0 0.0 0.0
H 4.86644 -1.58853 1.94727 0.0 0.0 0.0
H 4.19566 -1.98977 -1.67330 0.0 0.0 0.0
H 4.75749 -4.38264 -1.73484 0.0 0.0 0.0
H 3.79990 -5.91676 -0.04627 0.0 0.0 0.0
H 2.30925 -5.04835 1.70516 0.0 0.0 0.0
H 0.81695 -3.28731 2.48235 0.0 0.0 0.0
H 0.91972 -1.65054 1.81771 -0.1 0.0 0.0
H 2.11399 -2.18991 2.97420 0.0 0.0 0.0
S -1.46942 0.93177 2.26860 0.1 0.0 0.0
C -0.73039 0.40113 3.72962 0.0 0.0 0.0
N 0.57209 0.25063 3.96767 0.0 0.0 0.0
C 0.82364 0.05452 5.40311 0.0 0.0 0.0
C -0.57607 -0.30998 5.92876 0.0 0.0 0.0
N -1.42912 0.14070 4.82387 0.0 0.0 0.0
H 1.26165 0.67948 3.36195 0.0 0.0 0.0
H 1.19868 0.97933 5.84299 0.0 0.0 0.0
H 1.54982 -0.73697 5.56939 0.0 0.0 0.0
H -0.82669 0.20509 6.85212 0.0 0.0 0.0
H -0.69280 -1.38390 6.07624 0.0 0.0 0.0
H -2.43467 0.09094 4.81910 0.0 0.0 0.0
```
Forces are in eV/Å.

## Properties
**Largest force on an atom**: 0.31 eV/A
**Calculated total energy**: -8048.72734 Ha
**Relative energy (zero: lowest compared OMol25 entry of this formula, charge and spin)**: 0.0 kcal/mol
**Lowest unoccupied orbital energy (alpha / beta)**: -4.510 / -6.468 eV
**2S+1**: 3
**Orbital gap (alpha / beta)**: 9.09 / 7.36 eV
**Charge**: +2

[3]
ORCA calculation (the ωB97M-V functional and the def2-TZVPD basis) on the molecule C4H8O.

Structure (XYZ):
```
13
Properties=species:S:1:pos:R:3:forces:R:3
C -0.90704 -0.06955 1.22410 -0.1 -0.1 0.3
C -0.21308 -0.61423 -1.27745 0.6 -0.1 -0.7
O -0.20664 0.18200 -2.33510 -0.4 -0.1 0.3
C 1.01832 -0.31434 -0.48628 -0.3 -0.2 0.0
C 0.43406 0.48851 0.70616 0.1 0.1 0.1
H -0.77185 -1.09267 1.60008 0.0 0.2 0.0
H -1.74061 -0.14802 0.51149 0.5 0.3 0.1
H -1.23024 0.57264 2.04038 -0.1 -0.1 0.2
H -1.06926 0.03552 -2.74362 0.1 0.1 -0.4
H 1.41643 -1.27110 -0.13408 0.0 0.1 0.1
H 1.79606 0.21321 -1.06666 -0.3 0.0 0.3
H 1.13692 0.47375 1.55099 -0.1 0.0 -0.3
H 0.33695 1.54427 0.40999 -0.1 -0.3 0.0
```
Forces are in eV/Å.

## Properties
**Largest force on an atom**: 0.95 eV/A
**Calculated total energy**: -232.34529 Ha
**Relative energy (zero: lowest compared OMol25 entry of this formula, charge and spin)**: 63.0 kcal/mol
**Lowest unoccupied orbital energy**: 0.993 eV
**2S+1**: 1
**Orbital gap**: 9.33 eV
**Charge**: 0

[4]
ORCA calculation (the ωB97M-V functional and the def2-TZVPD basis) on a cluster of 2 separate species, C2H7NS2 in total.

Structure (XYZ):
```
12
Properties=species:S:1:pos:R:3:forces:R:3
S -2.06247 1.72423 0.00496 0.1 0.2 0.2
S -0.39232 2.96416 -0.09156 0.0 -0.4 -0.1
H -1.41211 0.54774 0.01903 0.0 0.0 -0.1
H 0.20575 2.51196 1.02095 -0.1 0.2 0.1
C 0.35991 -1.07302 1.07755 0.1 -0.1 -0.2
C 0.35840 -1.39654 -0.21578 0.2 -0.2 -0.2
N 0.63986 -0.54817 -1.25137 0.1 0.3 0.0
H 0.64016 -0.08608 1.40778 0.0 0.2 0.2
H 0.19433 -1.85273 1.79322 -0.1 0.0 0.3
H 0.17850 -2.42375 -0.49710 -0.1 -0.1 -0.1
H 0.69108 0.43319 -1.04685 0.1 0.2 -0.1
H 0.59891 -0.80100 -2.22083 -0.2 -0.2 0.2
```
Forces are in eV/Å.

## Properties
**Largest force on an atom**: 0.43 eV/A
**Calculated total energy**: -931.49735 Ha
**Relative energy (zero: lowest compared OMol25 entry of this formula, charge and spin)**: 16.5 kcal/mol
**SMILES string**: C=CN.SS
**Lowest unoccupied orbital energy**: 0.317 eV
**2S+1**: 1
**Orbital gap**: 8.63 eV
**Charge**: 0

[5]
ORCA calculation (the ωB97M-V functional and the def2-TZVPD basis) on the molecule CH3BrO3.

Structure (XYZ):
```
8
Properties=species:S:1:pos:R:3:forces:R:3
C 0.31361 -0.26706 0.68095 1.6 2.2 -2.6
O -0.59032 -0.31815 1.69318 -0.8 -1.5 -0.2
O 0.24289 -0.79277 -0.81571 -0.3 -1.8 2.0
O -0.23028 0.06358 -1.82493 0.1 1.2 0.0
Br 1.93115 -1.19605 1.17382 0.1 -0.1 0.1
H 0.58352 0.34870 -2.31588 -0.7 -0.5 0.9
H 0.57465 0.80437 0.33647 -0.7 -1.4 1.6
H -0.66307 -1.18119 2.24407 0.6 1.8 -1.9
```
Forces are in eV/Å.

## Properties
**Largest force on an atom**: 3.78 eV/A
**Calculated total energy**: -2839.48473 Ha
**Relative energy (zero: lowest compared OMol25 entry of this formula, charge and spin)**: 79.2 kcal/mol
**SMILES string**: OO[C@@H](O)Br
**Lowest unoccupied orbital energy**: 0.606 eV
**2S+1**: 1
**Orbital gap**: 10.79 eV
**Charge**: 0

[6]
ORCA calculation (the ωB97M-V functional and the def2-TZVPD basis) on a structure of composition C19H24ClEuN2O4P.

Structure (XYZ):
```
52
Properties=species:S:1:pos:R:3:forces:R:3
C -2.81567 1.28611 -2.02555 -0.2 1.1 0.4
C -2.09805 2.36917 -1.19831 1.3 -1.0 0.0
N -0.90057 1.99908 -0.69917 -1.8 -3.6 -1.5
C -0.00526 2.89287 -0.20149 3.0 1.0 0.5
C -0.45249 4.19391 0.08073 -2.0 1.4 -0.3
C -1.74568 4.57991 -0.30347 1.3 1.0 1.3
C -2.59413 3.66223 -0.96185 -0.8 -1.1 -1.2
C 1.48407 2.60091 -0.43089 -0.3 1.7 1.9
P 2.35483 0.95218 0.08053 -0.6 3.0 0.8
H -3.60911 3.87901 -1.34664 0.7 0.2 0.5
H 0.22812 4.91507 0.50882 0.0 0.1 0.1
H -2.16788 5.54813 -0.05864 0.4 0.0 0.0
C -3.27485 -0.24506 -0.20309 -0.3 -0.1 0.0
C -2.93276 -1.09943 -2.46493 -0.4 0.0 -0.3
H 2.14890 3.51937 -0.28533 -0.9 -1.1 0.7
H -2.46340 1.33008 -3.07162 0.0 0.0 0.4
H -3.88030 1.54398 -2.03088 -0.1 -0.1 -0.1
C 2.77448 1.13149 1.87499 -0.5 -0.4 -0.5
C 3.93504 1.44693 -0.67717 0.3 -0.6 -0.5
H 3.20353 0.15043 2.14453 0.0 0.5 0.3
H 3.49860 1.95076 2.00940 -0.4 -0.4 0.1
H 1.84204 1.27767 2.44355 0.5 0.0 -0.1
H 4.45453 0.53090 -0.96139 0.3 0.1 -0.1
H 3.77568 2.02747 -1.59004 0.0 -0.2 0.1
H 4.55649 2.01266 0.02070 -0.2 -0.1 -0.1
H -4.02125 -1.11966 -2.65214 0.3 -0.1 -0.1
H -2.41445 -0.90481 -3.42350 -0.2 -0.1 0.4
H -2.63592 -2.08956 -2.08318 -0.1 0.2 -0.1
H -4.36196 -0.17274 -0.36393 0.2 -0.1 0.3
H -3.01230 -1.23261 0.19703 -0.2 0.3 0.0
H -2.94609 0.51950 0.50884 -0.1 -0.2 -0.1
C 2.41388 -1.69384 -0.71330 1.6 -4.4 -0.8
O 3.15058 -2.58398 -0.69870 -2.0 3.3 0.3
Eu -0.01961 -0.26947 -1.18088 0.5 1.8 0.0
O 1.03865 0.77011 -2.80930 -2.0 1.0 -0.4
H 1.62512 2.49741 -1.45274 -0.1 -0.6 -2.3
H 0.72072 1.57846 -3.35938 1.0 -2.2 1.4
N -2.60099 -0.05822 -1.48895 1.6 0.1 -0.1
Cl 1.62957 -6.90633 1.54575 -0.1 0.6 0.2
C 1.07929 -5.34262 1.85629 -0.2 -0.8 -0.6
C 1.62454 -4.56840 2.87450 0.6 1.2 1.3
C 1.20690 -3.26316 3.07530 0.8 -0.9 0.3
C 0.25220 -2.69347 2.22008 -0.5 0.4 -0.4
C -0.41187 -3.50603 1.27505 0.0 -1.5 -0.8
C 0.02369 -4.82744 1.07274 -1.5 1.9 -0.6
C 0.03645 -1.18138 2.24348 0.4 1.0 0.1
O 0.39781 -0.56930 3.25137 -0.7 -0.9 -1.4
O -0.42949 -0.70104 1.12160 0.6 -0.6 0.3
H 2.39193 -4.99841 3.50573 0.0 0.0 0.0
H 1.63674 -2.63830 3.85817 -0.1 -0.2 -0.2
H -1.24083 -3.07333 0.67111 0.8 -0.5 0.6
H -0.44947 -5.42724 0.29616 0.2 0.0 0.3
```
Forces are in eV/Å.

## Properties
**Largest force on an atom**: 4.70 eV/A
**Calculated total energy**: -2659.98314 Ha
**Relative energy (zero: lowest compared OMol25 entry of this formula, charge and spin)**: 163.4 kcal/mol
**Lowest unoccupied orbital energy (alpha / beta)**: -6.567 / -10.368 eV
**2S+1**: 8
**Orbital gap (alpha / beta)**: 4.50 / 4.43 eV
**Charge**: +2